Here is a structure of composition C31H25EuN9OSe2 at a distorted geometry from the Open Molecules 2025 dataset. Energies are from ωB97M-V with the def2-TZVPD basis set.

The geometry in XYZ format:
```
69
Properties=species:S:1:pos:R:3:forces:R:3
Eu 0.8267 0.0518 0.4175 -1.225 0.505 -0.749
C 2.8044 -3.3516 -4.0783 0.146 -0.151 0.032
C 1.4310 -3.2257 -4.2055 -0.064 0.069 -0.006
C 0.7623 -2.2187 -3.5382 0.080 -0.101 0.253
C 1.4616 -1.3041 -2.7420 0.014 0.145 0.058
C 2.8403 -1.4678 -2.5836 -0.143 0.146 -0.090
C 3.4966 -2.4880 -3.2456 0.041 -0.101 -0.068
N 0.7991 -0.2556 -2.0880 0.994 -0.627 1.775
C -0.0134 0.5233 -2.7914 -1.312 1.268 -0.788
C -0.0872 0.5503 -4.2196 0.431 -0.198 0.783
C -0.9619 1.3657 -4.8661 -0.640 0.607 -0.034
C -1.8157 2.2444 -4.1583 0.295 -0.201 -0.763
C -1.7446 2.3081 -2.8038 0.296 -0.239 0.768
C -0.8728 1.4525 -2.0774 0.047 -0.097 -1.738
N -0.8208 1.3885 -0.7436 0.432 -1.005 1.222
N -1.5686 2.2116 -0.0373 -0.418 1.018 0.517
C -1.6878 1.9162 1.2766 0.026 -0.313 -1.403
C -2.3539 2.8461 2.1034 -0.180 0.115 0.695
C -2.6357 2.5137 3.4042 0.070 0.278 -0.652
C -2.2826 1.2438 3.8651 0.241 -0.691 0.080
C -1.5945 0.4035 3.0152 -0.262 0.118 0.429
N -1.2524 0.7158 1.7614 0.269 -0.081 -0.125
H 3.3322 -4.1179 -4.6210 0.087 -0.170 -0.065
H 0.8767 -3.9034 -4.8370 -0.047 -0.116 -0.067
H -0.3116 -2.1276 -3.6173 -0.068 0.059 -0.058
H 3.3922 -0.7730 -1.9616 -0.124 -0.041 -0.104
H 4.5623 -2.5963 -3.1222 0.205 -0.013 -0.028
H 0.5887 -0.0778 -4.7814 -0.057 -0.016 -0.052
H -1.0034 1.3553 -5.9440 0.023 -0.012 -0.180
H -2.5005 2.8711 -4.7076 -0.084 0.113 -0.033
H -2.3532 2.9919 -2.2355 -0.135 0.038 0.074
H -2.6492 3.7912 1.6776 0.011 0.082 -0.093
H -3.1440 3.2106 4.0531 -0.072 0.087 0.047
H -2.5490 0.9143 4.8554 0.036 -0.063 0.127
H -1.3031 -0.5856 3.3487 0.043 0.050 0.097
Se 3.1020 1.3401 3.1371 0.519 0.121 0.287
Se 1.1425 2.5467 3.1306 -0.292 0.363 0.063
C 1.2731 3.3241 1.3577 0.218 -0.354 0.024
C 1.0640 4.6839 1.1697 -0.016 -0.195 0.187
C 1.2056 5.1915 -0.1092 0.013 -0.296 -0.121
C 1.5817 4.3310 -1.1345 0.011 0.041 0.122
C 1.7823 2.9927 -0.8479 0.165 0.078 -0.057
N 1.6089 2.4880 0.3788 -0.039 0.328 -0.067
C 2.5063 -0.4632 3.4444 -0.344 0.132 0.005
C 3.3016 -1.2512 4.2720 0.010 0.169 -0.114
C 2.8893 -2.5371 4.5575 -0.226 0.060 -0.185
C 1.6740 -2.9740 4.0410 0.119 0.055 0.019
C 0.9567 -2.1199 3.2241 -0.110 0.018 0.117
N 1.3675 -0.8864 2.8987 0.242 -0.193 0.135
H 0.8056 5.3111 2.0106 0.016 0.031 0.010
H 1.0462 6.2428 -0.3013 -0.022 0.038 -0.014
H 1.7195 4.6890 -2.1409 0.015 0.020 -0.118
H 2.1099 2.2902 -1.6110 -0.211 0.039 0.024
H 4.2143 -0.8426 4.6806 0.021 0.005 0.050
H 3.4851 -3.1742 5.1929 0.048 -0.065 0.048
H 1.2947 -3.9581 4.2682 -0.068 -0.049 -0.021
H -0.0026 -2.4250 2.8176 0.141 -0.027 -0.043
O 5.3379 -0.0188 0.7028 1.150 0.334 0.125
C 4.1962 -0.2328 0.5572 -0.101 -0.260 0.016
N 3.0421 -0.4829 0.4425 -0.200 -0.488 -0.308
N 1.6975 -3.0422 0.1455 0.183 -0.264 -0.040
C 1.5270 -4.3707 0.1160 -0.166 0.068 0.058
C 0.1694 -4.6108 0.1609 0.067 0.140 0.046
C -0.4098 -3.3410 0.2048 0.099 0.027 -0.014
N 0.5226 -2.3931 0.2002 0.111 -0.261 -0.007
H 2.5633 -2.4961 0.0938 -0.342 -0.014 0.043
H 2.3521 -5.0532 0.0797 0.215 -0.033 -0.076
H -0.3322 -5.5570 0.1701 -0.038 -0.155 -0.055
H -1.4511 -3.0809 0.2390 -0.143 0.122 0.001
```
Positions in Å, forces in eV/Å.

**Energy above the lowest of the compared OMol25 structures with the same formula, charge and spin**: 45.3 kJ/mol
**LUMO energy (alpha / beta)**: -0.48 / -0.49 eV
**Frontier orbital gap (alpha / beta)**: 0.181 / 0.210 hartree
**Spin multiplicity**: 8

---

Here is a structure of composition C57H64CrO2P2 at a distorted geometry from the Open Molecules 2025 dataset. Energies are from ωB97M-V with the def2-TZVPD basis set.

The geometry in XYZ format:
```
126
Properties=species:S:1:pos:R:3:forces:R:3
Cr -0.1261 0.6068 0.1004 -0.151 0.769 0.004
C -0.3049 2.8937 0.0314 -0.210 0.204 0.651
C -1.4644 2.4014 0.6965 0.171 0.336 -0.401
C -0.9957 1.7941 1.9189 0.278 -0.404 -0.233
C 0.4299 1.8713 1.8897 0.078 0.178 0.057
C 0.8605 2.6412 0.7838 -0.181 -0.186 -0.096
C 2.1297 3.4581 0.6862 0.215 -0.106 0.013
C 1.9556 4.6131 1.6894 -0.027 -0.022 -0.034
C 3.3689 2.6536 1.0729 -0.187 0.065 -0.038
C 2.2943 4.0482 -0.7198 -0.080 -0.022 0.118
C -1.7238 1.2984 3.1679 -0.075 -0.240 0.006
C -0.7150 1.0305 4.2948 -0.023 0.008 -0.069
C -2.4838 -0.0066 2.8995 -0.010 0.111 0.029
C -2.6788 2.3748 3.7103 0.101 -0.024 -0.079
C -2.8235 2.8728 0.1615 -0.145 -0.102 0.005
C -3.9814 1.9154 0.4353 0.122 0.173 0.007
C -3.1064 4.2640 0.7589 -0.006 -0.096 0.009
C -2.7655 3.0280 -1.3725 0.051 -0.038 0.104
H -0.3291 3.5896 -0.7900 -0.035 -0.258 -0.217
H 1.0806 1.5853 2.7005 0.000 -0.217 -0.090
H 1.8238 4.2317 2.7033 0.034 0.024 0.015
H 1.0864 5.2232 1.4351 -0.008 -0.008 0.018
H 2.8392 5.2535 1.6705 0.001 0.010 0.010
H 3.2761 2.2300 2.0746 -0.007 -0.020 -0.013
H 4.2510 3.2959 1.0570 0.012 0.005 0.002
H 3.5257 1.8424 0.3684 0.088 0.056 0.124
H 1.5979 4.8725 -0.8857 -0.012 -0.008 -0.023
H 2.1130 3.2944 -1.4855 -0.011 0.081 -0.020
H 3.3049 4.4394 -0.8417 -0.003 0.019 -0.028
H 0.0190 0.2708 4.0221 0.020 0.060 -0.026
H -1.2529 0.6748 5.1746 0.003 -0.031 -0.004
H -0.1849 1.9428 4.5744 0.004 -0.011 0.020
H -1.7870 -0.8368 2.7719 -0.014 -0.001 0.022
H -3.0899 0.0744 1.9995 0.036 0.036 0.123
H -3.1416 -0.2426 3.7394 0.006 -0.032 -0.005
H -2.1782 3.3434 3.7547 -0.027 0.016 0.010
H -2.9801 2.1044 4.7231 -0.018 -0.005 0.009
H -3.5839 2.4750 3.1197 0.014 0.062 -0.004
H -4.1966 1.7853 1.4914 -0.004 -0.024 0.009
H -3.7631 0.9454 -0.0021 -0.046 0.255 0.046
H -4.8889 2.2941 -0.0378 -0.020 0.002 0.005
H -3.3838 4.2081 1.8098 0.021 0.009 0.002
H -3.9247 4.7410 0.2164 -0.021 -0.009 0.018
H -2.2221 4.8981 0.6754 -0.034 0.061 -0.029
H -2.3860 2.1193 -1.8477 0.001 0.000 -0.026
H -2.1553 3.8759 -1.6823 0.048 -0.018 -0.035
H -3.7726 3.2078 -1.7491 -0.006 0.002 0.005
C 0.3500 -2.6545 4.5915 -0.073 -0.032 -0.074
C 0.8449 -3.1327 3.2160 0.065 -0.030 0.124
C 1.5116 -4.5131 3.3614 -0.035 0.044 -0.043
C 1.8738 -2.1591 2.6583 -0.336 0.050 -0.073
C 3.1364 -2.0203 3.2286 0.055 0.052 0.044
C 4.0854 -1.1958 2.6520 0.024 -0.018 0.057
C 3.8305 -0.5785 1.4321 0.042 -0.029 -0.001
C 2.5884 -0.6950 0.8263 -0.485 -0.094 -0.305
P 1.9977 -0.1143 -1.0219 0.848 -0.237 0.170
C 3.7756 0.1680 -1.4971 -0.142 0.320 -0.008
C 4.2284 1.3884 -1.9923 -0.013 0.022 -0.055
C 5.5517 1.5609 -2.3670 0.043 0.031 -0.045
C 6.4403 0.4990 -2.2942 0.001 -0.036 0.028
C 5.9932 -0.7339 -1.8454 0.034 -0.058 -0.016
C 4.6770 -0.8926 -1.4377 -0.111 -0.066 -0.081
C 1.4197 0.5592 -2.7404 -0.048 -0.035 0.260
C 0.5169 1.6079 -2.8375 0.054 -0.269 0.197
C 0.2005 2.1843 -4.0631 -0.099 0.058 -0.065
C 0.7962 1.7033 -5.2164 -0.051 0.036 0.030
C 1.6811 0.6312 -5.1386 0.042 -0.091 0.018
C 1.9895 0.0666 -3.9135 -0.040 -0.068 -0.069
C 1.6232 -1.3939 1.5333 0.673 0.085 0.284
O 0.3315 -1.2877 1.0120 -0.183 0.220 -0.037
C -0.5302 -2.3534 1.2158 -0.392 -0.304 -0.119
C -1.5993 -2.4438 0.3265 0.274 0.279 -0.070
C -2.4937 -3.4973 0.4769 0.032 0.049 0.065
C -2.3419 -4.3902 1.5235 -0.079 -0.071 0.025
C -1.2847 -4.2559 2.4067 -0.065 -0.011 -0.072
C -0.3356 -3.2506 2.2601 0.240 0.302 -0.061
P -1.7303 -1.1232 -0.9511 -0.591 -0.866 -0.066
C -3.5667 -1.1306 -1.2038 0.022 0.085 0.052
C -4.1203 -1.1942 -2.4797 0.045 0.000 0.045
C -5.4922 -1.3277 -2.6476 -0.074 0.063 -0.003
C -6.3310 -1.3779 -1.5469 -0.009 0.013 -0.054
C -5.7952 -1.2629 -0.2720 0.042 0.043 0.062
C -4.4270 -1.1418 -0.1034 0.053 -0.291 -0.026
C -1.2476 -1.9960 -2.4955 0.145 0.258 0.041
C -1.1093 -1.2479 -3.6629 -0.003 0.003 0.083
C -0.8016 -1.8677 -4.8631 -0.021 -0.004 -0.039
C -0.6130 -3.2403 -4.9073 0.014 -0.031 -0.027
C -0.7706 -3.9936 -3.7538 -0.026 -0.029 0.003
C -1.0988 -3.3777 -2.5558 0.090 0.031 0.071
H 1.1882 -2.5483 5.2810 0.006 -0.017 0.009
H -0.3564 -3.3713 5.0142 0.013 0.005 0.008
H -0.1489 -1.6892 4.5117 -0.005 -0.079 0.030
H 2.3625 -4.4675 4.0393 -0.015 0.018 0.002
H 1.8648 -4.8675 2.3918 0.005 -0.030 0.010
H 0.8129 -5.2442 3.7652 0.021 -0.011 0.020
H 3.3748 -2.5568 4.1379 0.002 0.007 -0.004
H 5.0468 -1.0634 3.1316 0.008 -0.034 -0.022
H 4.6246 -0.0174 0.9581 -0.018 -0.014 -0.014
H 3.5410 2.2137 -2.1074 0.053 -0.076 -0.005
H 5.8867 2.5227 -2.7341 -0.021 0.001 0.002
H 7.4720 0.6284 -2.5941 -0.008 -0.003 -0.007
H 6.6719 -1.5762 -1.8041 -0.013 0.001 -0.001
H 4.3608 -1.8606 -1.0787 0.031 0.027 0.033
H 0.0399 1.9794 -1.9360 0.096 0.080 -0.209
H -0.5014 3.0082 -4.1128 -0.009 -0.008 0.001
H 0.5756 2.1568 -6.1741 -0.011 -0.006 0.004
H 2.1302 0.2375 -6.0421 0.022 0.013 0.008
H 2.6746 -0.7717 -3.8659 0.039 0.028 -0.004
H -3.3104 -3.6239 -0.2187 -0.077 0.091 -0.017
H -3.0582 -5.1909 1.6507 0.033 -0.011 0.011
H -1.1981 -4.9565 3.2263 0.026 0.005 -0.005
H -3.4884 -1.1580 -3.3553 -0.039 -0.073 0.017
H -5.9043 -1.4026 -3.6452 0.020 0.011 -0.005
H -7.3966 -1.5113 -1.6798 0.000 0.046 -0.005
H -6.4410 -1.2740 0.5967 -0.001 -0.039 -0.010
H -4.0281 -1.0885 0.9000 -0.036 -0.103 -0.069
H -1.2528 -0.1752 -3.6396 0.072 0.037 -0.028
H -0.7043 -1.2758 -5.7633 0.015 0.023 0.018
H -0.3487 -3.7243 -5.8387 -0.028 0.007 -0.002
H -0.6454 -5.0685 -3.7846 0.000 0.012 -0.001
H -1.2380 -3.9900 -1.6767 0.074 0.006 0.047
C 2.0399 -2.9083 -1.0565 0.074 -0.017 0.017
O 1.6202 -1.6282 -1.5112 -0.123 0.063 -0.055
H 2.4168 -3.4553 -1.9209 -0.009 0.009 -0.004
H 1.1821 -3.4459 -0.6499 -0.066 0.011 0.006
H 2.8134 -2.8580 -0.2926 -0.035 -0.013 0.002
```
Positions in Å, forces in eV/Å.

**Total charge**: +1
**LUMO energy (alpha / beta)**: -3.12 / -2.76 eV
**Frontier orbital gap (alpha / beta)**: 0.248 / 0.259 hartree
**Spin multiplicity**: 2

---

Here is a structure of composition C20H32BBrN4O6P at a distorted geometry from the Open Molecules 2025 dataset. Energies are from ωB97M-V with the def2-TZVPD basis set.

The geometry in XYZ format:
```
65
Properties=species:S:1:pos:R:3:forces:R:3
C 5.8427 -0.7559 1.3198 -0.015 0.503 0.747
O 6.0930 0.5659 0.8581 0.153 -0.879 -0.378
C 6.5471 0.6320 -0.4977 -0.241 0.916 0.239
C 5.5421 1.4643 -1.2985 -0.163 -0.042 -0.406
C 4.3922 0.6077 -1.9034 0.175 0.220 0.878
C 3.1119 0.6352 -1.0298 0.218 0.038 -0.089
C 1.8829 1.2474 -1.7538 0.548 -0.248 0.280
C 0.8340 1.5773 -0.7272 1.344 0.098 -1.530
C -0.2585 0.7761 -0.5627 -1.458 -0.969 0.077
B -0.4898 -0.5356 -1.4427 0.674 0.110 -0.973
O 0.5103 -1.4957 -1.4648 -0.901 -0.099 0.837
O -1.6110 -0.7136 -2.1951 -0.043 -0.309 0.679
C -2.1042 -2.0742 -2.0422 0.045 -0.164 0.356
C -1.1904 1.0793 0.4198 0.313 0.290 -0.450
C -2.4002 0.2142 0.6169 -0.375 0.075 0.511
C -2.1491 -0.9818 1.5119 -0.077 -0.319 0.133
N -1.3779 -0.9527 2.5153 -0.011 0.051 -0.391
C -0.9489 2.2122 1.2110 -1.328 -0.395 0.960
C -1.9416 2.5018 2.3228 -0.311 -0.544 -0.931
C -3.1581 3.3303 1.8605 -0.134 1.180 1.992
O -3.8150 3.8978 2.7046 0.518 -0.694 -1.436
O -3.4277 3.4049 0.5142 0.291 -0.291 0.483
C 0.1264 3.0252 1.0021 0.433 -0.137 0.851
P 0.5835 4.6285 1.9361 0.548 1.655 -0.949
N -0.7227 5.2613 2.8224 0.789 -1.184 0.123
O 1.6522 4.0957 3.0536 -1.179 -0.154 -0.074
N 0.9965 2.6734 0.0221 -0.200 0.525 0.413
Br 2.4812 3.7889 -0.2717 0.172 -0.043 -0.142
H 6.4790 -1.5044 0.8428 -0.190 0.038 -0.180
H 6.0904 -0.7708 2.3856 -0.091 -0.021 -0.081
H 4.7726 -0.9828 1.2303 0.152 -0.282 -0.201
H 7.5276 1.1172 -0.4642 -0.058 -0.046 -0.183
H 6.6569 -0.3565 -0.9535 0.062 -0.008 0.175
H 5.1176 2.2077 -0.6171 0.175 0.028 -0.034
H 6.0431 2.0297 -2.0899 0.088 -0.198 0.022
H 4.7715 -0.4160 -1.9061 -0.217 -0.006 -0.556
H 4.1658 0.9541 -2.9130 0.026 -0.283 -0.030
H 2.8282 -0.3698 -0.7029 0.033 0.040 -0.147
H 3.3564 1.1778 -0.1124 -0.187 0.010 -0.046
H 1.5405 0.4919 -2.4611 -0.283 0.170 0.112
H 2.1514 2.1216 -2.3491 0.041 0.049 0.185
H 0.7507 -1.6733 -0.5449 0.664 -0.037 -0.219
H -3.1750 -2.1310 -2.2323 0.137 0.310 -0.382
H -1.9738 -2.3566 -0.9903 -0.025 -0.184 -0.145
H -1.5431 -2.7877 -2.6412 -0.103 0.156 -0.190
H -2.8546 -0.1249 -0.3120 0.315 0.173 -0.127
H -3.1694 0.8141 1.1091 -0.148 -0.233 -0.181
H -2.7075 -1.8963 1.2741 -0.114 0.246 -0.137
H -1.4120 -1.8692 2.9613 0.188 0.149 0.252
H -1.4830 2.9342 3.2004 -0.196 0.207 -0.031
H -2.3591 1.5502 2.6604 0.167 0.090 0.173
H -2.9591 4.1641 0.1426 -0.183 0.030 -0.194
H -0.8705 4.8507 3.7386 -0.387 0.165 0.001
H -1.5842 5.3460 2.2998 -0.084 0.333 0.178
H 1.2182 3.5459 3.7239 0.393 -0.103 0.149
N -4.2329 -5.4547 -0.8652 -0.037 0.044 -0.029
C -5.3833 -4.7608 -0.5909 0.086 0.082 0.006
C -6.3678 -5.2396 -1.4114 -0.015 0.032 0.001
C -5.7928 -6.2656 -2.2089 0.015 -0.010 -0.016
C -4.4778 -6.3765 -1.8480 0.061 0.017 -0.021
H -3.3489 -5.3113 -0.4153 -0.005 -0.090 0.039
H -5.4004 -3.9895 0.1610 -0.042 -0.027 0.012
H -7.3881 -4.8953 -1.4374 0.003 -0.014 0.008
H -6.2901 -6.8548 -2.9609 -0.001 -0.003 0.013
H -3.6976 -7.0277 -2.2036 -0.025 -0.013 -0.006
```
Positions in Å, forces in eV/Å.

**Total charge**: +1
**LUMO energy**: -4.09 eV
**Frontier orbital gap**: 0.223 hartree